[1]
C3H8N2O in the gas phase. Source: the Open Molecules 2025 dataset; level of theory: the ωB97M-V functional and the def2-TZVPD basis.

The geometry in XYZ format:
```
14
Properties=species:S:1:pos:R:3:mulliken_charge:R:1
N 1.4036 1.1296 -1.5495 -0.60
C 0.2043 0.8004 -0.7718 -0.42
C 0.4769 -0.3791 0.1446 -0.59
N -0.6938 -1.1479 0.4869 -0.17
C -1.3197 -1.1557 1.7035 0.06
O -2.0920 -1.9972 2.0925 -0.52
H 1.1120 1.7285 -2.3140 0.24
H 2.0467 1.6876 -0.9963 0.23
H -0.2881 1.6152 -0.2265 0.24
H -0.5477 0.4888 -1.5003 0.37
H 0.9313 0.0069 1.0691 0.32
H 1.2747 -1.0526 -0.1664 0.32
H -1.2865 -1.5087 -0.2468 0.23
H -1.2217 -0.2158 2.2749 0.30
```

## Properties
- Energy above the lowest of the compared OMol25 structures with the same formula, charge and spin: 124.83 kJ/mol
- Structure (SMILES): NCCNC=O
- Orbital gap: 10.552 eV
- E: -8268.03223 eV
- Charge: 0

=====

[2]
C3H8N2O2 in the gas phase. Source: the Open Molecules 2025 dataset; level of theory: the ωB97M-V functional and the def2-TZVPD basis.

The geometry in XYZ format:
```
15
Properties=species:S:1:pos:R:3:mulliken_charge:R:1
C -0.9988 1.3695 0.1395 -1.35
C 0.2004 0.6232 -0.4526 0.13
N 0.0917 0.6162 -1.8978 -0.69
C 0.2104 -0.7942 0.1252 0.59
O -0.3271 -1.7511 -0.4077 -0.71
N 0.8796 -0.9396 1.2796 -0.07
O 0.8641 -2.1900 1.9133 -0.42
H -1.9147 0.8275 -0.0827 0.32
H -0.9016 1.4701 1.2169 0.36
H -1.0619 2.3560 -0.3103 0.36
H 1.1290 1.1384 -0.1815 0.36
H 0.9081 0.1804 -2.3155 0.27
H -0.7146 0.0569 -2.1650 0.26
H 1.2749 -0.2179 1.8565 0.21
H 0.3604 -2.7456 1.2822 0.37
```

## Properties
- Energy above the lowest of the compared OMol25 structures with the same formula, charge and spin: 208.18 kJ/mol
- Structure (SMILES): C[C@H](N)C(=O)NO
- Orbital gap: 10.339 eV
- E: -10314.79465 eV
- Charge: 0

=====

[3]
C3H8N2O2 in the gas phase. Source: the Open Molecules 2025 dataset; level of theory: the ωB97M-V functional and the def2-TZVPD basis.

The geometry in XYZ format:
```
15
Properties=species:S:1:pos:R:3:mulliken_charge:R:1
N 0.6604 1.1300 -2.1151 -0.50
C 0.2117 0.8383 -0.7898 -0.43
C -0.2511 -0.7178 -0.8406 0.41
O -0.2135 -1.3374 -1.8303 -0.49
N -0.6864 -1.2837 0.4887 -0.18
C -0.4752 -0.5530 1.7612 -0.30
O 0.8673 -0.0903 1.7764 -0.53
H 1.2332 1.8549 -2.2566 0.18
H -0.2305 1.1707 -2.8193 0.22
H -0.7518 1.3811 -0.5717 0.21
H 1.1234 1.0928 -0.2026 0.31
H -1.0160 -2.2700 0.5482 0.26
H -0.9722 0.4511 1.7860 0.19
H -0.9096 -1.2021 2.5693 0.36
H 1.4101 -0.4645 2.4963 0.28
```

## Properties
- Energy above the lowest of the compared OMol25 structures with the same formula, charge and spin: 257.34 kJ/mol
- Structure (SMILES): NCC(=O)NCO
- Orbital gap: 9.543 eV
- E: -10314.28509 eV
- Charge: 0

=====

[4]
A 2-piece molecular cluster, C3H8N2O2 overall. Source: the Open Molecules 2025 dataset; level of theory: the ωB97M-V functional and the def2-TZVPD basis.

The geometry in XYZ format:
```
15
Properties=species:S:1:pos:R:3:mulliken_charge:R:1
C -1.3133 -0.2422 -0.7103 -0.82
C 0.6013 1.8411 0.9087 -0.85
C -0.0148 -0.6014 -0.0804 0.39
N 0.9669 -1.0340 -2.1503 0.06
N -0.1426 -1.1966 1.1521 -0.43
O 1.9765 -1.1991 -2.7259 -0.40
O 1.0984 -0.8213 -0.6442 -0.24
H -1.3127 0.6274 -1.3387 0.32
H -1.6656 -1.1091 -1.2351 0.36
H -1.9661 0.0644 0.1636 0.29
H 0.1357 2.5063 0.2577 0.31
H 1.6337 2.0816 1.1833 0.28
H -0.0682 1.6087 1.7911 0.23
H -0.4672 -0.5647 1.9566 0.25
H 0.5381 -1.9612 1.4716 0.25
```

## Properties
- Energy above the lowest of the compared OMol25 structures with the same formula, charge and spin: 746.94 kJ/mol
- Orbital gap (spin up / spin down): 9.795 / 5.553 eV
- E: -10309.21077 eV
- Charge: 0

=====

[5]
C3H8N2O2 in the gas phase. Source: the Open Molecules 2025 dataset; level of theory: the ωB97M-V functional and the def2-TZVPD basis.

The geometry in XYZ format:
```
15
Properties=species:S:1:pos:R:3:mulliken_charge:R:1
C -0.5949 0.1963 -0.9168 -0.52
N 0.4375 0.9779 -0.2941 -0.19
C 1.7427 0.4071 -0.0867 0.05
O 1.7524 0.1157 1.4260 -0.54
O 1.8113 -0.6451 -0.8410 -0.62
C -1.1510 -0.8907 0.0444 -0.51
N -1.7975 -0.1914 1.0695 -0.43
H -0.3802 -0.1705 -1.9146 0.36
H -1.4204 0.9092 -0.9947 0.39
H 0.3227 1.9632 -0.4923 0.25
H 2.6021 1.0831 -0.1120 0.35
H -1.7044 -1.6213 -0.5617 0.48
H -0.2771 -1.4960 0.3258 0.36
H -2.1781 -0.9348 1.6712 0.28
H 0.8351 0.2973 1.6770 0.30
```

## Properties
- Energy above the lowest of the compared OMol25 structures with the same formula, charge and spin: 785.41 kJ/mol
- Orbital gap: 4.454 eV
- E: -10308.81213 eV
- Charge: 0

=====

[6]
A 3-piece molecular cluster, C3H8N2O2 overall. Source: the Open Molecules 2025 dataset; level of theory: the ωB97M-V functional and the def2-TZVPD basis.

The geometry in XYZ format:
```
15
Properties=species:S:1:pos:R:3:mulliken_charge:R:1
C -2.7343 -1.3026 -0.2517 -0.28
C -1.7815 -1.0772 -1.1952 -0.35
N -0.6604 -0.7002 -0.5106 -0.07
C -0.9980 -0.6057 0.8114 -0.12
N -2.2514 -0.9339 0.9819 -0.56
H -3.7460 -1.6719 -0.2818 0.39
H -1.7629 -1.3849 -2.2284 0.34
H 0.1103 -0.2611 -0.9943 0.25
H -0.3281 -0.4113 1.6311 0.40
O 3.2902 0.5489 0.6005 -0.63
H 3.9234 0.0287 0.0967 0.31
H 3.7721 0.9227 1.3488 0.32
O 1.0463 2.5988 -0.2120 -0.65
H 1.8301 2.1688 0.1424 0.34
H 0.2903 2.0809 0.0613 0.31
```

## Properties
- Energy above the lowest of the compared OMol25 structures with the same formula, charge and spin: 120.74 kJ/mol
- Structure (SMILES): c1c[nH]cn1.O.O
- Orbital gap: 9.269 eV
- E: -10315.70094 eV
- Charge: 0